Entry 1:
11
Properties=species:S:1:pos:R:3:forces:R:3 method="wB97M-V/def2-TZVPD" total_charge=-1 lumo_energy_ev=2.766 homo_ev=-4.084 gap_ha=0.2517
C -0.23503 0.17763 1.09799 0.067 -0.640 -0.471
S -0.12294 -1.26334 2.20392 -0.477 0.142 -0.169
S -0.57217 -2.78243 0.80898 0.026 0.424 0.196
H 0.35220 -0.05205 0.21363 0.509 0.430 0.226
H 0.13924 1.00381 1.69232 0.226 0.134 -0.250
H -1.19332 0.44030 0.65546 -0.341 -0.232 0.573
H -0.28356 -3.69224 1.73468 0.031 -0.382 0.022
O -0.34538 1.77287 -1.17993 -0.257 -0.058 -0.173
C 0.44786 1.52841 -2.11601 0.540 0.534 0.178
O 0.33948 1.69277 -3.34165 -0.190 -0.161 -0.068
H 1.47362 1.17427 -1.76939 -0.134 -0.190 -0.064

---

Entry 2:
11
Properties=species:S:1:pos:R:3:forces:R:3 method="wB97M-V/def2-TZVPD" multiplicity=2 lumo_energy_ev="0.110 / -4.121" homo_ev="-9.284 / -9.265" gap_ha="0.3452 / 0.1890"
C 1.34791 -0.43898 0.72727 -1.802 -2.605 -1.776
S 2.06718 -1.10629 -0.82551 0.218 1.857 -0.739
S 2.04365 0.74491 -2.02697 -0.380 -1.513 0.685
H 0.32458 -0.24574 0.35253 0.578 0.801 0.928
H 1.91869 0.31532 1.16796 0.552 1.280 0.537
H 1.22285 -1.32217 1.37531 0.338 0.352 -0.023
H 0.81360 0.64996 -2.62470 0.556 -0.179 0.427
O -1.80799 -0.54944 -0.20578 -0.405 0.539 -0.047
C -2.41027 0.35593 0.47695 -0.461 1.517 4.468
O -2.29816 0.68713 1.70103 -0.073 -1.285 -4.379
H -3.22205 0.90937 -0.11809 0.879 -0.764 -0.082

---

Across the entries above, relative energy (zero: lowest compared OMol25 entry of this formula, charge and spin) takes the values 97.61 152.26 kJ/mol, respectively.